Entry from OMol25: a 9-piece molecular cluster, C20H58N2O12 overall at a distorted geometry (ωB97M-V/def2-TZVPD).

```
92
Properties=species:S:1:pos:R:3:lowdin_charge:R:1
C -6.07847 -3.13128 -5.45121 -0.0957
O -5.57214 -3.68946 -4.20678 -0.1916
C -4.56864 -2.89995 -3.56178 -0.2486
C -3.97977 -3.73922 -2.58175 -0.1614
N -2.93755 -2.97937 -1.84090 0.0792
H -2.21442 -2.71473 -2.61137 0.1298
H -3.71736 -2.21722 -1.53756 0.2450
C -2.28493 -3.65815 -0.61890 -0.0973
C -1.32096 -2.79683 -0.00055 -0.2112
O -0.83474 -3.39342 1.25286 -0.1366
C 0.12723 -2.54984 1.95638 -0.0577
H -6.31930 -1.91734 -5.38588 0.1380
H -7.01605 -3.62311 -5.79931 0.0874
H -5.28810 -3.12373 -6.30218 0.1024
H -4.96040 -2.04927 -3.13137 0.1160
H -4.08003 -2.61761 -4.45496 0.1182
H -3.63878 -4.68211 -3.03443 0.1632
H -4.77769 -4.00242 -1.97705 0.1272
H -1.72345 -4.54561 -0.92204 0.1538
H -2.92216 -3.91451 0.20013 0.1378
H -1.80370 -1.61975 0.37020 0.2261
H -0.66943 -2.52920 -0.53421 -0.0084
H -0.17166 -1.62558 2.56194 0.0966
H 1.02745 -2.10435 1.37425 0.1246
H 0.38380 -2.99671 2.73688 -0.0061
N 1.08092 0.91672 0.90723 -0.4867
O 2.14883 0.53151 1.42532 -0.0197
O 0.64223 0.28553 -0.08047 -0.0405
O 0.29112 1.59167 1.58195 -0.0322
C 5.15009 -0.17973 5.33183 -0.0952
C 3.97189 0.20940 4.32159 -0.2930
O 4.14141 -0.53707 3.08144 -0.1748
H 4.79960 -1.16429 5.83834 0.0890
H 5.18830 0.67687 6.13958 0.0918
H 6.12783 -0.06838 4.94194 0.0331
H 4.30125 1.16898 3.83447 0.1169
H 2.93719 0.21265 4.77923 0.1068
H 3.41403 -0.11963 2.47189 0.0602
C -0.20380 0.42523 6.25563 -0.0652
C -0.28748 0.37382 4.69076 -0.3616
O 0.37190 1.45553 4.28504 -0.0612
H -0.58248 1.36658 6.65489 0.0748
H 0.83176 0.40493 6.64083 0.0769
H -0.74100 -0.32070 6.68376 0.0203
H -1.33396 0.43349 4.48324 0.1052
H 0.23982 -0.55755 4.37824 0.1105
H 0.60885 1.20439 3.41029 0.0245
C -0.99912 5.84328 3.70578 -0.1304
C -0.96641 4.43063 3.10555 -0.3889
O 0.20323 4.26228 2.33831 -0.1675
H -0.06014 6.13237 4.39604 0.1205
H -1.70339 5.97780 4.33232 -0.0370
H -1.05022 6.70770 2.96390 0.0894
H -2.10078 4.15606 2.78186 0.1338
H -0.85663 3.62144 4.08937 0.1426
H 0.14488 3.22688 1.83217 0.1467
C 5.28926 -2.32257 -1.28503 -0.0893
C 3.98124 -1.85720 -0.69862 -0.3372
O 3.61502 -0.53940 -0.90984 -0.0922
H 5.04078 -2.57410 -2.32638 0.0714
H 5.44998 -3.34443 -0.84110 0.0902
H 6.21021 -1.77680 -1.10485 0.0812
H 4.22631 -1.96591 0.39539 0.1260
H 3.20683 -2.58428 -1.02873 0.1204
H 2.83084 -0.38117 -0.31396 0.0834
C -2.67547 3.55193 -1.84189 -0.0687
C -1.43937 2.81661 -1.39720 -0.3044
O -1.86371 1.62892 -0.73916 -0.1577
H -2.47233 4.60639 -2.40697 0.1301
H -3.26103 4.00245 -1.05203 0.0699
H -3.18035 3.07624 -2.53911 -0.0008
H -0.90847 3.19302 -0.55168 0.0986
H -0.75588 2.50919 -2.20386 0.0876
H -1.08904 1.14485 -0.30768 0.0527
C -0.93782 -0.04428 -3.43706 -0.0443
C -0.32476 -1.39918 -4.01125 -0.2898
O -0.88397 -2.52654 -3.47204 -0.0988
H -1.91669 0.07394 -3.74526 0.0397
H -0.42466 0.85568 -3.72989 0.0718
H -1.16635 -0.15017 -2.40034 0.0438
H 0.73825 -1.29189 -3.89375 0.1104
H -0.54129 -1.34503 -5.11122 0.1273
H -0.34865 -3.20455 -4.02512 0.1778
C 2.31222 3.45074 -3.01075 -0.1007
C 2.50284 2.12239 -2.25003 -0.3727
O 3.73006 1.43754 -2.57812 -0.2097
H 3.14059 4.14058 -2.66470 0.0949
H 1.42704 3.93528 -2.94419 -0.0043
H 2.29039 3.13208 -4.16254 0.1147
H 1.53820 1.28640 -2.34910 0.1332
H 2.63683 2.36169 -1.11535 0.1180
H 3.65447 0.43397 -2.04936 0.1077
```

Properties
**ΔE to the lowest compared entry with this formula, charge and spin**: 350.7 kJ/mol
**Orbital gap**: 0.2634 hartree
**Lowest unoccupied orbital energy**: -0.92 eV
**Net charge**: 0

***

Entry from OMol25: C20H59CrCuNO13P as an isolated structure at a distorted geometry (ωB97M-V/def2-TZVPD).

```
96
Properties=species:S:1:pos:R:3:lowdin_charge:R:1
Cr 0.60517 -2.32624 0.24717 1.0419
Cu 2.74169 1.20481 -0.25132 0.5574
P 0.47373 -0.09693 -0.67694 0.1713
O -0.59699 -0.68699 0.20342 -0.3619
O 0.52761 1.41568 -0.90095 -0.3239
O 0.69874 -1.21561 -1.77609 -0.3539
O 1.67050 -0.53637 0.27586 -0.4238
C -4.79135 0.32738 -1.25644 -0.0761
C -3.44328 0.45239 -0.67571 -0.3212
O -3.12343 -0.42448 0.42669 -0.1240
H -4.93318 1.07889 -2.03083 0.0852
H -5.51515 0.47312 -0.45307 0.0798
H -4.88534 -0.70945 -1.58181 0.0677
H -3.29805 1.44451 -0.23940 0.1089
H -2.62300 0.27805 -1.37650 0.0958
H -2.16769 -0.45113 0.59756 -0.0073
C 2.43511 0.53421 3.77945 -0.0540
C 3.76340 0.30710 2.99114 -0.3209
O 3.60672 -0.74401 2.12792 -0.0986
H 1.55635 0.68644 3.15193 0.0546
H 2.53077 1.39659 4.44120 0.0726
H 2.16419 -0.30607 4.42113 0.0618
H 4.67096 0.09888 3.56000 0.1156
H 4.02607 1.24662 2.49121 0.0989
H 2.81929 -0.60763 1.57984 0.0021
C 0.12375 2.41767 -5.01783 -0.0730
C -0.78967 2.03215 -3.83385 -0.3027
O -0.76996 2.98990 -2.77799 -0.0907
H -0.25545 3.29007 -5.55185 0.0699
H -0.02342 1.59829 -5.72344 0.0687
H 1.14771 2.62458 -4.71080 0.0655
H -0.48333 1.06548 -3.42926 0.0795
H -1.83825 1.97924 -4.13126 0.1090
H -0.40650 2.58065 -1.98443 0.0170
C 3.87505 5.02285 -2.02812 -0.0804
C 2.50903 4.39515 -2.12749 -0.2910
O 2.51045 3.06979 -1.65579 -0.0956
H 4.06130 5.69665 -1.19230 0.0723
H 4.02988 5.63747 -2.91707 0.0715
H 4.70421 4.31590 -2.08111 0.0768
H 2.15676 4.48199 -3.15563 0.1114
H 1.84185 4.96018 -1.47346 0.1236
H 1.62989 2.67869 -1.67034 0.0294
C -3.39508 -2.47297 -3.82229 -0.0831
C -2.05083 -1.76371 -3.75068 -0.3192
O -1.26022 -2.52111 -2.84428 -0.1076
H -3.30586 -3.46965 -4.25562 0.0712
H -4.06645 -1.99084 -4.53606 0.0706
H -3.87101 -2.54745 -2.84562 0.0626
H -2.02297 -0.68574 -3.57368 0.0829
H -1.55522 -1.74593 -4.72718 0.1030
H -0.55048 -1.99913 -2.42932 -0.0138
C 3.38511 -0.00512 -5.57190 -0.0846
C 2.33056 -0.68351 -4.73354 -0.3338
O 2.74361 -0.80755 -3.38006 -0.1008
H 3.02076 0.06470 -6.59607 0.0752
H 4.26599 -0.64811 -5.51624 0.0716
H 3.70558 0.94688 -5.15028 0.0724
H 1.94837 -1.63048 -5.12001 0.1148
H 1.46296 -0.01681 -4.70988 0.0797
H 1.97465 -1.05120 -2.84080 0.0017
C -2.34953 0.27783 4.89861 -0.0682
C -2.30550 -0.69137 3.67920 -0.2212
O -0.93892 -0.70596 3.16440 -0.1311
H -2.65635 1.30362 4.69420 0.0634
H -1.37533 0.25553 5.38896 0.0706
H -2.99872 -0.00494 5.72999 0.0639
H -2.92534 -0.41014 2.82875 0.1007
H -2.60719 -1.65938 4.07786 0.0924
H -0.99832 -0.10597 2.41449 0.0318
C -0.19553 3.51340 3.22272 -0.0705
C -0.65553 2.69156 2.03584 -0.2815
O 0.09511 3.22368 0.90752 -0.1087
H -0.51309 4.54706 3.09988 0.0806
H 0.86081 3.41683 3.46888 0.0689
H -0.69119 3.03947 4.07442 0.0613
H -1.70406 2.76054 1.74083 0.1161
H -0.43685 1.62760 2.13765 0.0743
H 0.09634 2.52679 0.22926 -0.0040
C 1.60495 -3.64621 4.46720 -0.0454
C 0.79928 -3.77230 3.16650 -0.3520
C -0.70155 -4.16591 3.40218 -0.1636
O -1.30163 -4.56255 2.18405 -0.1981
C -2.67653 -4.86708 2.24730 -0.0882
N 1.05869 -2.56065 2.38525 0.0126
H 1.27746 -2.86527 5.15236 0.0883
H 2.66907 -3.58873 4.23226 0.0882
H 1.60232 -4.59228 5.01299 0.0820
H 1.27789 -4.53684 2.55155 0.1380
H -1.24799 -3.31146 3.81018 0.1038
H -0.84845 -4.96745 4.12986 0.1306
H -3.12512 -4.97629 1.26217 0.0976
H -3.22926 -4.03155 2.68706 0.0843
H -2.79965 -5.70929 2.93113 0.0911
H 0.32414 -1.88206 2.58076 0.0510
H 1.91998 -2.21896 2.79383 0.0686
```

Properties
**Orbital gap (spin up / spin down)**: 0.2949 / 0.3115 hartree
**Multiplicity**: 5
**Lowest unoccupied orbital energy (spin up / spin down)**: -0.93 / -0.74 eV
**Net charge**: 0

***

> What is the net charge in the first record?

0